Record 1
The following is a quantum chemistry calculation of 9 unconnected molecules or ions with the total composition H18O9 in a non-equilibrium geometry, from the Open Molecules 2025 dataset.

Computed properties:
max |F|: 4.720 eV/Å
highest occupied orbital energy: -10.554 eV
net charge: 0
SMILES: O.O.O.O.O.O.O.O.O
orbital gap: 10.008 eV

Cartesian coordinates (Å):
O -0.965 -0.158 0.055
H -0.613 -0.811 0.652
H -0.076 0.277 -0.060
O -2.591 2.526 2.905
H -3.583 2.543 2.955
H -2.421 1.574 2.992
O 2.903 -1.994 2.982
H 3.853 -1.626 3.158
H 3.030 -2.881 3.324
O -4.056 -1.957 1.351
H -3.837 -1.729 2.191
H -3.212 -2.022 0.843
O 1.453 -4.419 -2.750
H 0.779 -4.142 -2.005
H 0.806 -4.605 -3.481
O -1.541 4.014 0.287
H -0.917 3.340 0.344
H -1.709 4.350 1.186
O 3.521 0.874 -3.551
H 3.578 -0.025 -3.987
H 2.555 0.931 -3.493
O -3.523 0.742 -0.584
H -3.821 0.417 0.197
H -2.582 0.468 -0.523
O 4.521 1.791 -1.620
H 3.649 1.614 -1.431
H 4.801 0.909 -1.936

For each atom in turn, the Löwdin charge in e is: atom 1 (O): -0.0513, atom 2 (H): 0.0391, atom 3 (H): 0.0895, atom 4 (O): -0.0741, atom 5 (H): 0.0669, atom 6 (H): 0.0296, atom 7 (O): -0.1078, atom 8 (H): 0.0929, atom 9 (H): 0.0153, atom 10 (O): -0.0112, atom 11 (H): -0.0307, atom 12 (H): 0.0594, atom 13 (O): -0.1319, atom 14 (H): 0.0864, atom 15 (H): 0.0456, atom 16 (O): -0.0407, atom 17 (H): -0.0211, atom 18 (H): 0.0387, atom 19 (O): -0.0847, atom 20 (H): 0.0846, atom 21 (H): 0.0526, atom 22 (O): -0.0324, atom 23 (H): -0.0601, atom 24 (H): -0.0020, atom 25 (O): -0.0621, atom 26 (H): -0.0344, atom 27 (H): 0.0439


Record 2
The following is a quantum chemistry calculation of a molecular structure, C22H19BrIN2O4Rh in a non-equilibrium geometry, from the Open Molecules 2025 dataset.

Computed properties:
max |F|: 2.279 eV/Å
highest occupied orbital energy: -8.324 eV
net charge: 0
orbital gap: 7.124 eV

Cartesian coordinates (Å):
Rh 0.914 -0.344 0.010
C -3.386 -1.233 1.346
C -3.220 0.032 0.566
N -4.267 0.717 0.220
C -4.102 1.865 -0.495
C -2.896 2.330 -0.915
C -2.844 3.623 -1.682
O -2.254 3.495 -2.973
C -1.716 1.592 -0.564
C -0.449 2.116 -0.989
N 0.727 1.615 -0.746
C 1.885 2.399 -1.076
C 1.819 3.786 -1.193
C 2.940 4.533 -1.508
C 4.168 3.916 -1.692
C 4.267 2.543 -1.541
C 3.135 1.807 -1.225
I 3.353 -0.241 -0.989
C -1.868 0.443 0.223
O -0.929 -0.307 0.701
H -4.436 -1.360 1.596
H -2.784 -1.216 2.254
H -3.044 -2.089 0.762
H -5.008 2.410 -0.726
H -2.239 4.367 -1.159
H -3.857 4.028 -1.755
H -2.793 2.884 -3.488
H -0.505 3.030 -1.572
H 0.887 4.299 -1.005
H 2.852 5.607 -1.589
H 5.048 4.498 -1.926
H 5.221 2.048 -1.653
Br -0.098 -3.728 4.964
C 0.577 -4.098 3.234
C 0.442 -5.418 2.820
C 0.870 -5.814 1.565
C 1.437 -4.876 0.713
C 1.557 -3.566 1.140
C 1.132 -3.137 2.397
C 1.333 -1.697 2.810
O 1.270 -1.377 3.976
O 1.599 -0.844 1.852
H -0.006 -6.133 3.496
H 0.762 -6.846 1.261
H 1.788 -5.163 -0.269
H 2.022 -2.838 0.489
C 0.269 -1.739 -1.264
H -0.434 -1.258 -1.946
H -0.231 -2.474 -0.635
H 1.091 -2.184 -1.822

For each atom in turn, the Löwdin charge in e is: atom 1 (Rh): 0.8037, atom 2 (C): -0.0155, atom 3 (C): -0.2502, atom 4 (N): 0.1259, atom 5 (C): -0.0966, atom 6 (C): -0.1630, atom 7 (C): -0.2128, atom 8 (O): -0.0603, atom 9 (C): -0.0668, atom 10 (C): -0.0312, atom 11 (N): -0.0230, atom 12 (C): -0.2868, atom 13 (C): -0.0171, atom 14 (C): -0.0627, atom 15 (C): -0.0755, atom 16 (C): -0.1484, atom 17 (C): -0.5974, atom 18 (I): 1.2475, atom 19 (C): -0.2562, atom 20 (O): -0.1509, atom 21 (H): 0.0809, atom 22 (H): 0.0877, atom 23 (H): 0.0867, atom 24 (H): 0.1099, atom 25 (H): 0.1251, atom 26 (H): 0.1183, atom 27 (H): 0.0986, atom 28 (H): 0.1051, atom 29 (H): 0.1120, atom 30 (H): 0.1111, atom 31 (H): 0.1096, atom 32 (H): 0.0956, atom 33 (Br): 0.8096, atom 34 (C): -0.5903, atom 35 (C): -0.1404, atom 36 (C): -0.0795, atom 37 (C): -0.0778, atom 38 (C): -0.0638, atom 39 (C): -0.1517, atom 40 (C): -0.5925, atom 41 (O): 0.0146, atom 42 (O): -0.2119, atom 43 (H): 0.0907, atom 44 (H): 0.1042, atom 45 (H): 0.1033, atom 46 (H): 0.0648, atom 47 (C): -0.2081, atom 48 (H): 0.0204, atom 49 (H): 0.0180, atom 50 (H): -0.0132


Record 3
The following is a quantum chemistry calculation of a molecular structure, C35H52AsP3STl in a non-equilibrium geometry, from the Open Molecules 2025 dataset.

Computed properties:
max |F|: 2.120 eV/Å
highest occupied orbital energy: -13.814 eV
net charge: +3
orbital gap: 2.771 eV

Cartesian coordinates (Å):
Tl 0.031 0.121 0.007
P -1.702 2.281 -0.011
P -2.076 -1.577 0.957
P 1.826 1.319 -1.686
H -0.881 -2.605 -2.131
C 0.172 -2.311 -2.215
C 1.104 -2.735 -1.349
H 0.846 -3.355 -0.488
C -2.741 2.239 -1.515
C -2.935 2.422 1.329
C -0.962 3.951 -0.059
C -1.728 -3.370 0.932
C -2.813 -1.404 2.623
C -3.562 -1.461 -0.107
C 3.131 0.252 -2.381
C 2.785 2.728 -1.038
C 0.954 2.041 -3.119
H 0.426 -1.689 -3.086
H 2.165 -2.514 -1.492
H -3.408 3.109 -1.520
H -3.345 1.321 -1.542
H -2.117 2.258 -2.419
H -3.485 3.368 1.222
H -2.430 2.413 2.306
H -3.649 1.585 1.307
H -1.761 4.703 -0.008
H -0.381 4.109 -0.979
H -0.288 4.091 0.799
H -2.638 -3.916 1.221
H -0.929 -3.589 1.654
H -1.392 -3.693 -0.062
H -3.796 -1.903 2.651
H -2.935 -0.338 2.854
H -2.142 -1.834 3.379
H -4.254 -2.256 0.196
H -3.286 -1.597 -1.161
H -4.049 -0.481 -0.003
H 3.717 0.812 -3.123
H 2.693 -0.635 -2.862
H 3.802 -0.090 -1.577
H 3.425 3.118 -1.842
H 3.410 2.396 -0.194
H 2.116 3.526 -0.684
H 1.694 2.459 -3.811
H 0.258 2.834 -2.804
H 0.378 1.267 -3.643
C 2.286 -0.757 -7.091
C 1.575 -0.448 -8.265
C 1.428 -1.412 -9.263
C 1.999 -2.683 -9.106
C 2.739 -2.981 -7.952
C 2.888 -2.022 -6.950
S 2.447 0.401 -5.807
H 1.522 1.311 -6.207
H 1.144 0.546 -8.367
H 0.866 -1.172 -10.168
H 1.868 -3.439 -9.884
H 3.199 -3.965 -7.834
H 3.464 -2.236 -6.049
C 1.996 5.563 4.655
C 2.368 5.247 3.344
C 2.115 3.973 2.826
C 1.493 3.000 3.632
C 1.145 3.306 4.951
C 1.375 4.596 5.451
As 1.124 1.243 2.795
C 2.954 0.505 2.930
C 3.469 -0.214 1.836
C 4.814 -0.607 1.844
C 5.621 -0.337 2.956
C 5.084 0.321 4.068
C 3.747 0.755 4.055
C 0.319 0.251 4.295
C 0.777 -1.032 4.632
C 0.102 -1.768 5.617
C -1.019 -1.234 6.257
C -1.488 0.033 5.900
C -0.832 0.773 4.910
H 2.195 6.559 5.052
H 2.860 5.996 2.718
H 2.415 3.725 1.805
H 0.698 2.554 5.603
H 1.071 4.841 6.470
H 2.823 -0.462 0.988
H 5.224 -1.125 0.974
H 6.669 -0.643 2.950
H 5.706 0.508 4.947
H 3.344 1.294 4.914
H 1.655 -1.451 4.140
H 0.461 -2.764 5.888
H -1.538 -1.807 7.029
H -2.369 0.457 6.387
H -1.198 1.764 4.631

For each atom in turn, the Löwdin charge in e is: atom 1 (Tl): 0.5018, atom 2 (P): 0.6954, atom 3 (P): 0.7757, atom 4 (P): 0.7588, atom 5 (H): 0.0568, atom 6 (C): -0.0781, atom 7 (C): -0.0641, atom 8 (H): 0.0568, atom 9 (C): -0.2370, atom 10 (C): -0.2294, atom 11 (C): -0.2283, atom 12 (C): -0.2318, atom 13 (C): -0.2165, atom 14 (C): -0.2323, atom 15 (C): -0.2477, atom 16 (C): -0.2140, atom 17 (C): -0.2545, atom 18 (H): 0.0638, atom 19 (H): 0.0643, atom 20 (H): 0.0763, atom 21 (H): 0.0439, atom 22 (H): 0.0450, atom 23 (H): 0.0785, atom 24 (H): 0.0450, atom 25 (H): 0.0445, atom 26 (H): 0.0779, atom 27 (H): 0.0414, atom 28 (H): 0.0444, atom 29 (H): 0.0830, atom 30 (H): 0.0679, atom 31 (H): 0.0412, atom 32 (H): 0.0879, atom 33 (H): 0.0382, atom 34 (H): 0.0542, atom 35 (H): 0.0788, atom 36 (H): 0.0569, atom 37 (H): 0.0429, atom 38 (H): 0.0600, atom 39 (H): 0.0273, atom 40 (H): 0.0603, atom 41 (H): 0.0883, atom 42 (H): 0.0588, atom 43 (H): 0.0450, atom 44 (H): 0.0597, atom 45 (H): 0.0386, atom 46 (H): 0.0469, atom 47 (C): -0.6434, atom 48 (C): -0.1095, atom 49 (C): -0.0640, atom 50 (C): -0.0645, atom 51 (C): -0.0724, atom 52 (C): -0.1267, atom 53 (S): 0.7959, atom 54 (H): -0.0992, atom 55 (H): 0.0987, atom 56 (H): 0.1169, atom 57 (H): 0.1151, atom 58 (H): 0.1140, atom 59 (H): 0.0963, atom 60 (C): -0.0410, atom 61 (C): -0.0580, atom 62 (C): -0.1273, atom 63 (C): -0.3828, atom 64 (C): -0.0966, atom 65 (C): -0.0384, atom 66 (As): 1.3058, atom 67 (C): -0.4053, atom 68 (C): -0.1551, atom 69 (C): -0.0706, atom 70 (C): -0.0440, atom 71 (C): -0.0318, atom 72 (C): -0.0766, atom 73 (C): -0.4009, atom 74 (C): -0.0979, atom 75 (C): -0.0574, atom 76 (C): -0.0544, atom 77 (C): -0.0625, atom 78 (C): -0.1548, atom 79 (H): 0.1249, atom 80 (H): 0.1192, atom 81 (H): 0.0758, atom 82 (H): 0.0962, atom 83 (H): 0.1240, atom 84 (H): 0.0332, atom 85 (H): 0.1109, atom 86 (H): 0.1248, atom 87 (H): 0.1259, atom 88 (H): 0.1157, atom 89 (H): 0.1035, atom 90 (H): 0.1215, atom 91 (H): 0.1249, atom 92 (H): 0.1220, atom 93 (H): 0.0972


Record 4
The following is a quantum chemistry calculation of a molecular structure, C25H26BaN7O, from the Open Molecules 2025 dataset.

Computed properties:
max |F|: 0.647 eV/Å
highest occupied orbital energy: -9.258 eV
net charge: +1
orbital gap: 6.763 eV

Cartesian coordinates (Å):
Ba 0.201 0.331 0.012
C 0.357 -4.288 5.608
C -0.082 -3.626 4.333
C -0.535 -4.368 3.241
C -0.903 -3.777 2.051
C -0.856 -2.383 1.856
N -1.117 -1.773 0.644
C -2.059 -2.262 -0.240
C -3.259 -2.877 0.164
C -4.230 -3.262 -0.736
C -4.092 -3.063 -2.111
C -5.177 -3.451 -3.074
C -2.917 -2.471 -2.538
C -1.930 -2.089 -1.637
N -0.715 -1.574 -2.229
C 0.332 -2.310 -2.640
C 1.261 -1.460 -3.202
C 0.665 -0.194 -3.102
N -0.531 -0.258 -2.524
C -0.417 -1.649 2.981
C -0.038 -2.252 4.175
N -0.410 -0.203 2.987
C -1.427 0.588 3.373
C -1.008 1.898 3.288
C 0.322 1.801 2.849
N 0.690 0.535 2.675
H -0.166 -5.232 5.758
H 0.166 -3.655 6.473
H 1.427 -4.505 5.589
H -0.590 -5.448 3.325
H -1.229 -4.398 1.227
H -3.420 -3.037 1.222
H -5.133 -3.728 -0.359
H -5.759 -4.288 -2.691
H -4.767 -3.741 -4.041
H -5.867 -2.622 -3.245
H -2.739 -2.301 -3.594
H 0.318 -3.380 -2.513
H 2.205 -1.722 -3.644
H 1.048 0.774 -3.388
H 0.290 -1.615 4.988
H -2.358 0.147 3.692
H -1.567 2.782 3.539
H 1.031 2.582 2.618
N 1.700 2.725 -0.766
C 2.280 3.646 -1.163
N 2.931 4.675 -1.644
C 2.245 5.981 -1.699
C 2.963 6.853 -2.714
O 4.336 6.955 -2.402
C 4.971 5.696 -2.472
C 4.392 4.745 -1.440
H 2.275 6.450 -0.711
H 1.209 5.818 -1.989
H 2.556 7.862 -2.698
H 2.832 6.433 -3.720
H 6.029 5.862 -2.280
H 4.856 5.268 -3.476
H 4.602 5.109 -0.430
H 4.808 3.745 -1.555

For each atom in turn, the Löwdin charge in e is: atom 1 (Ba): 1.9374, atom 2 (C): -0.0489, atom 3 (C): -0.2752, atom 4 (C): -0.0302, atom 5 (C): -0.0203, atom 6 (C): -0.2789, atom 7 (N): -0.1967, atom 8 (C): -0.2794, atom 9 (C): -0.0203, atom 10 (C): -0.0302, atom 11 (C): -0.2753, atom 12 (C): -0.0490, atom 13 (C): 0.0185, atom 14 (C): -0.1592, atom 15 (N): -0.1564, atom 16 (C): -0.0453, atom 17 (C): -0.0451, atom 18 (C): -0.2301, atom 19 (N): -0.1008, atom 20 (C): -0.1596, atom 21 (C): 0.0188, atom 22 (N): -0.1572, atom 23 (C): -0.0456, atom 24 (C): -0.0458, atom 25 (C): -0.2289, atom 26 (N): -0.0972, atom 27 (H): 0.0787, atom 28 (H): 0.0785, atom 29 (H): 0.0851, atom 30 (H): 0.1183, atom 31 (H): 0.1166, atom 32 (H): 0.1167, atom 33 (H): 0.1183, atom 34 (H): 0.0787, atom 35 (H): 0.0785, atom 36 (H): 0.0850, atom 37 (H): 0.1301, atom 38 (H): 0.1437, atom 39 (H): 0.1036, atom 40 (H): 0.1044, atom 41 (H): 0.1302, atom 42 (H): 0.1436, atom 43 (H): 0.1036, atom 44 (H): 0.1064, atom 45 (N): 0.0450, atom 46 (C): -0.2802, atom 47 (N): -0.0860, atom 48 (C): -0.0990, atom 49 (C): -0.1843, atom 50 (O): -0.1134, atom 51 (C): -0.1845, atom 52 (C): -0.0988, atom 53 (H): 0.1370, atom 54 (H): 0.1348, atom 55 (H): 0.1359, atom 56 (H): 0.1333, atom 57 (H): 0.1359, atom 58 (H): 0.1332, atom 59 (H): 0.1372, atom 60 (H): 0.1345


Which value of orbital gap does entry 3 give?
2.771 eV


Which value of max |F| does entry 4 give?
0.647 eV/Å